Entry 1:
{"formula": "C14H18N2O", "method": "the ωB97M-V functional and the def2-TZVPD basis", "symbols": ["H", "C", "H", "C", "O", "H", "H", "C", "N", "C", "C", "H", "H", "H", "C", "C", "C", "H", "C", "H", "N", "C", "C", "H", "C", "H", "H", "C", "H", "H", "H", "H", "C", "H", "H"], "xyz": [[4.633, 0.874, 0.838], [-3.025, -1.516, 0.884], [3.260, 3.157, 0.737], [-1.871, -1.995, 1.423], [-5.359, 2.235, -0.920], [3.009, 0.865, 1.517], [-4.385, 1.450, 0.760], [3.223, 2.358, -0.022], [0.515, -2.116, 1.584], [-0.534, -0.656, -0.081], [-4.281, 1.512, -0.336], [-4.956, 2.868, -1.522], [-3.980, -1.846, 1.292], [2.561, -1.967, 1.541], [4.106, -1.267, -0.647], [-0.588, -1.581, 0.971], [3.571, 0.973, 0.572], [5.021, -0.816, -1.058], [1.708, -0.650, 0.040], [-4.041, -0.005, -1.919], [0.652, -0.169, -0.573], [-1.740, -0.170, -0.648], [-2.960, -0.575, -0.189], [3.723, -1.986, -1.391], [-4.213, 0.036, -0.834], [-1.699, 0.555, -1.464], [2.926, 0.357, -1.379], [3.074, -0.143, -0.409], [3.923, 2.646, -0.819], [-5.110, -0.520, -0.534], [4.313, -1.857, 0.257], [2.190, 2.326, -0.402], [1.623, -1.624, 1.092], [-1.976, -2.723, 2.230], [-3.312, 1.968, -0.592]], "atomic_forces_ev_per_a": [[-0.218, 0.010, -0.303], [0.079, 0.528, -0.451], [0.060, -0.309, -0.183], [-0.241, -0.448, 0.465], [0.403, 0.045, 0.137], [0.304, 0.019, -0.203], [-0.047, 0.416, -0.323], [0.096, 0.029, 0.530], [0.351, 0.998, -1.000], [-0.082, 0.645, -0.485], [0.055, -1.068, -0.343], [-0.303, -0.027, 0.016], [0.145, 0.117, -0.244], [-0.311, 0.038, -0.128], [-0.461, -0.091, -0.130], [-1.006, -0.698, 0.545], [-0.710, 0.091, 0.053], [-0.130, -0.270, 0.312], [0.455, 0.137, -0.607], [-0.495, 0.090, 0.232], [0.098, -0.704, 0.820], [0.065, -0.036, -0.012], [-0.809, -0.155, -0.012], [0.112, 0.290, 0.175], [0.969, 0.216, 0.580], [0.268, -0.247, 0.200], [-0.138, -0.271, 0.273], [0.396, 0.071, -0.008], [-0.310, -0.187, 0.036], [0.142, 0.185, -0.278], [0.215, 0.360, -0.185], [0.383, 0.086, -0.045], [0.483, -0.142, 0.451], [0.489, 0.213, -0.185], [-0.309, 0.066, 0.299]], "lowdin_charge": [0.107, -0.031, 0.069, -0.020, -0.065, 0.107, 0.126, -0.109, 0.144, -0.195, -0.254, 0.083, 0.114, 0.116, -0.070, -0.222, -0.208, 0.081, -0.233, 0.118, 0.191, 0.010, -0.229, 0.085, -0.122, 0.126, 0.128, -0.331, 0.074, 0.115, 0.068, 0.070, -0.069, 0.116, 0.112], "e_lumo_ev": -0.029, "relative_energy_ev": 1.142, "smiles": "CC[C@@H](C)c1cnc2ccc(CCO)cc2n1", "gap_ha": 0.3295, "homo_ev": -9.00}

Entry 2:
{"formula": "C4H8NO2", "method": "the ωB97M-V functional and the def2-TZVPD basis", "symbols": ["H", "O", "C", "H", "H", "O", "H", "C", "C", "C", "H", "H", "H", "N", "H"], "xyz": [[-0.515, 1.921, -0.448], [1.974, -0.335, 2.287], [1.008, 0.016, 0.128], [-1.821, 1.031, 0.040], [0.080, -2.080, -1.001], [-1.712, -1.416, -1.777], [0.436, 1.005, 1.959], [-1.075, 1.033, -0.762], [0.858, 0.004, 1.674], [-0.657, -1.277, -1.167], [-0.005, -0.718, 1.785], [1.579, -0.906, -0.016], [1.654, 0.771, -0.323], [-0.208, -0.125, -0.662], [-1.594, 1.077, -1.715]], "atomic_forces_ev_per_a": [[0.245, -0.034, -0.857], [0.455, -0.004, 0.242], [0.672, -1.499, -0.435], [-0.372, -0.458, -0.149], [-0.194, -0.203, -0.088], [-0.037, -0.196, 0.048], [-0.149, 0.110, 0.164], [-0.057, 0.240, 1.286], [-0.487, 0.371, -0.372], [0.461, 0.145, 0.014], [-0.097, 0.037, 0.211], [0.006, -0.131, -0.139], [-0.172, 0.523, 0.299], [-0.486, 0.902, -0.111], [0.210, 0.196, -0.113]], "lowdin_charge": [0.084, -0.337, -0.200, 0.086, 0.131, -0.042, 0.075, -0.060, -0.579, -0.369, 0.087, 0.097, 0.109, -0.158, 0.076], "e_lumo_ev": 3.774, "relative_energy_ev": 2.235, "charge": -1, "smiles": "CN(C=O)CC[O-]", "gap_ha": 0.2386, "homo_ev": -2.72}

Entry 3:
{"formula": "C20H25N3O3S", "method": "the ωB97M-V functional and the def2-TZVPD basis", "symbols": ["C", "C", "C", "C", "C", "S", "H", "C", "H", "H", "H", "O", "H", "H", "H", "C", "H", "H", "H", "C", "H", "H", "C", "O", "H", "C", "H", "C", "H", "C", "H", "C", "C", "N", "C", "H", "N", "H", "C", "H", "C", "C", "N", "C", "C", "H", "H", "O", "H", "H", "H", "H"], "xyz": [[2.291, -3.248, 0.654], [0.235, 2.846, 1.783], [-1.373, 3.622, -0.351], [-2.765, 5.050, 1.181], [2.180, -2.773, -0.638], [0.794, -2.064, -2.898], [3.259, -3.283, 1.134], [1.519, 0.331, -2.065], [-1.128, 1.492, -3.519], [-3.165, 3.705, -1.547], [1.542, -4.263, 5.301], [2.073, -2.138, -3.540], [3.043, -2.445, -1.195], [2.447, 0.058, -2.568], [2.294, -4.168, 2.958], [1.024, -5.092, 4.824], [-0.878, -0.295, -1.044], [-1.657, 3.942, -2.444], [-0.961, -3.994, 1.246], [-2.170, 4.148, -1.510], [-2.559, 6.016, 0.719], [-1.138, -3.155, -1.090], [1.212, 1.823, -2.273], [-0.349, -2.636, -3.544], [-1.036, 4.067, 2.989], [1.158, -3.689, 1.343], [1.308, 1.669, 0.375], [-0.838, -0.124, -2.133], [1.610, 0.094, -0.993], [-0.088, -3.649, 0.716], [-2.295, 5.225, -1.414], [0.940, -2.744, -1.248], [0.479, 2.345, 0.519], [1.334, -4.166, 2.640], [-1.129, 1.353, -2.433], [-1.559, -0.772, -2.630], [-0.116, 2.216, -1.859], [1.283, 2.027, -3.348], [-0.832, 3.696, 1.996], [1.736, -5.894, 4.641], [-0.334, 2.699, -0.556], [-0.189, -3.175, -0.579], [0.463, -0.448, -2.664], [-1.635, 4.094, 0.935], [0.398, -4.642, 3.522], [-3.694, 4.670, 0.760], [1.947, 2.437, -1.752], [-0.786, -4.697, 3.296], [-2.904, 5.208, 2.247], [0.873, 2.559, 2.606], [0.244, -5.453, 5.487], [-2.106, 1.614, -2.033]], "atomic_forces_ev_per_a": [[-0.123, 0.001, -0.007], [0.021, 0.014, 0.056], [0.014, -0.078, -0.019], [0.056, -0.014, -0.021], [0.141, -0.025, 0.065], [-0.001, 0.128, 0.016], [0.102, -0.005, 0.037], [0.520, 0.350, 0.161], [-0.114, -0.026, 0.013], [-0.113, -0.002, -0.080], [0.077, 0.047, 0.046], [0.124, 0.102, 0.317], [0.160, 0.009, 0.006], [0.060, 0.161, 0.109], [-0.225, -0.039, 0.020], [-0.250, -0.053, 0.042], [-0.025, 0.019, -0.064], [-0.024, 0.009, -0.082], [-0.003, 0.000, -0.016], [0.052, -0.003, 0.069], [-0.070, 0.094, -0.026], [-0.164, -0.043, 0.012], [0.165, -0.216, -0.052], [-0.179, 0.038, 0.313], [-0.039, 0.049, 0.094], [-0.138, 0.118, -0.350], [0.040, -0.078, -0.034], [-0.652, 0.152, 0.048], [0.014, 0.047, -0.081], [-0.129, -0.039, 0.083], [-0.072, 0.066, -0.039], [-0.077, 0.294, -0.760], [0.071, -0.073, -0.071], [0.441, 0.060, -0.016], [-0.024, -0.374, 0.030], [-0.132, 0.114, 0.099], [0.096, 0.073, -0.075], [0.116, -0.023, 0.045], [0.022, -0.001, 0.004], [0.089, -0.047, 0.010], [-0.038, 0.217, 0.223], [0.018, -0.008, -0.020], [0.196, -0.862, -0.433], [0.057, -0.094, 0.119], [0.326, -0.072, 0.345], [-0.112, 0.048, -0.019], [-0.004, -0.042, -0.065], [-0.280, -0.022, -0.063], [-0.037, 0.032, 0.046], [0.049, -0.030, 0.059], [-0.007, 0.012, -0.025], [0.002, 0.013, -0.067]], "lowdin_charge": [-0.010, -0.084, -0.164, -0.049, -0.060, 0.664, 0.113, -0.183, 0.134, 0.088, 0.084, -0.282, 0.115, 0.121, 0.142, 0.000, 0.134, 0.076, 0.103, -0.041, 0.084, 0.118, -0.136, -0.279, 0.105, -0.208, 0.093, -0.172, 0.111, 0.014, 0.078, -0.277, -0.027, 0.116, -0.136, 0.120, -0.118, 0.130, -0.059, 0.085, -0.191, -0.044, -0.235, -0.237, -0.507, 0.082, 0.129, 0.079, 0.075, 0.101, 0.085, 0.120], "e_lumo_ev": 0.401, "relative_energy_ev": 1.882, "smiles": "CC(=O)Nc1ccc(S(=O)(=O)N2CCN(c3cccc(C)c3C)CC2)cc1", "gap_ha": 0.3078, "homo_ev": -7.97}

Entry 4:
{"formula": "C7H12N", "method": "the ωB97M-V functional and the def2-TZVPD basis", "symbols": ["C", "C", "C", "H", "H", "C", "C", "H", "H", "H", "H", "H", "H", "H", "H", "N", "C", "H", "H", "C"], "xyz": [[0.096, 1.168, 1.653], [1.961, -1.225, -0.180], [-2.807, 0.171, -0.461], [-2.031, -1.466, 0.661], [2.698, -0.743, 0.390], [0.866, 1.581, -0.674], [-2.591, -1.048, -0.169], [2.201, -0.880, -1.213], [1.944, -2.259, -0.044], [0.722, 2.630, -0.178], [-2.844, 1.082, -0.981], [0.662, 1.698, 2.388], [1.992, 1.472, -0.965], [0.291, -1.449, 1.109], [0.353, 1.486, -1.609], [0.386, 0.602, 0.350], [-0.998, 0.987, 0.936], [-0.203, -1.160, -0.496], [-3.259, -1.807, -0.714], [0.561, -0.838, 0.194]], "atomic_forces_ev_per_a": [[-2.495, 0.144, -0.820], [-0.914, 1.474, -2.180], [3.119, 0.768, 2.234], [-0.114, 0.289, -0.175], [0.872, 0.389, 1.362], [2.392, 1.316, 0.849], [-2.238, -2.436, -0.609], [-0.248, -0.846, 0.451], [0.853, -1.798, -0.257], [0.215, -2.024, -1.286], [-0.722, 0.698, -0.622], [0.263, -0.229, 0.323], [-1.925, -0.025, 0.976], [0.209, 1.489, -0.375], [-0.733, -0.051, -0.347], [-0.208, 0.734, -0.049], [0.245, 0.032, 0.088], [0.233, -0.127, -0.846], [0.943, 1.008, 0.493], [0.252, -0.805, 0.789]], "lowdin_charge": [0.002, -0.056, 0.231, 0.089, 0.073, 0.001, -0.018, 0.099, 0.069, 0.137, 0.071, 0.120, 0.127, 0.152, 0.081, -0.284, 0.098, 0.092, 0.147, -0.230], "e_lumo_ev": [-5.364, -5.365], "relative_energy_ev": 8.015, "charge": 1, "gap_ha": [0.3219, 0.3218], "homo_ev": [-14.12, -14.12]}

no.,E_tot (eV)
1,-19837.6692
2,-9862.5521
3,-42594.3212
4,-8928.9868